1.
DFT (ωB97M-V/def2-TZVPD) results for C44H44MnO2P2S as an isolated structure at a distorted geometry.

```
! RIJCOSX wB97M-V def2-TZVPD def2/J DEFGRID3
* xyz 0 6
Mn -0.3222 -0.0169 0.0353
C 1.0397 -3.2303 1.6374
C 1.2907 -1.7448 1.6679
C 0.4310 -0.8995 2.3803
C -0.6208 -1.4787 3.2936
C 0.6000 0.4971 2.2871
C -0.3510 1.4131 3.0252
C 1.7324 1.0200 1.6357
C 1.9573 2.5138 1.6331
C 2.6807 0.1542 1.0727
C 3.9902 0.6949 0.5470
C 2.4136 -1.2186 1.0159
C 3.3120 -2.1560 0.2495
H 1.7312 -3.7574 2.3038
H 1.1817 -3.6155 0.6304
H 0.0208 -3.4723 1.9263
H -1.5827 -1.5983 2.7805
H -0.7747 -0.8369 4.1594
H -0.3111 -2.4533 3.6624
H 0.0420 1.6553 4.0170
H -1.3272 0.9504 3.1443
H -0.5010 2.3524 2.4951
H 2.3114 2.8553 2.6104
H 1.0319 3.0511 1.4186
H 2.6850 2.8092 0.8824
H 3.9110 1.0005 -0.4992
H 4.7745 -0.0545 0.6214
H 4.3183 1.5556 1.1281
H 3.8731 -2.8132 0.9203
H 4.0144 -1.6219 -0.3852
H 2.7071 -2.7861 -0.4045
O -3.4917 -2.3272 0.9665
C -2.7672 -1.7611 0.1670
O -2.1148 -0.6661 0.4337
C -2.6509 -2.3166 -1.2379
C -3.8154 -2.8812 -1.7583
C -3.8551 -3.4336 -3.0251
C -2.6941 -3.4639 -3.7860
C -1.5239 -2.9251 -3.2799
C -1.4781 -2.3262 -2.0115
S 0.1151 -1.7351 -1.4939
H -4.6953 -2.8839 -1.1265
H -4.7776 -3.8494 -3.4123
H -2.6952 -3.9118 -4.7741
H -0.6071 -2.9576 -3.8578
C -0.7458 3.7077 -1.3101
P -0.1912 1.9229 -1.4327
C 1.4761 1.9924 -2.1901
C 1.9962 0.9613 -2.9734
C 3.2903 1.0429 -3.4733
C 4.0868 2.1442 -3.1895
C 3.5978 3.1504 -2.3690
C 2.3096 3.0654 -1.8611
C -1.4159 1.3227 -2.6538
C -1.1694 0.9075 -3.9542
C -2.2083 0.4283 -4.7371
C -3.4974 0.3550 -4.2333
C -3.7522 0.7630 -2.9313
C -2.7139 1.2344 -2.1443
P -0.2486 4.9757 -2.5947
C -1.5222 6.2532 -2.2243
C -1.9377 6.5148 -0.9191
C -2.7841 7.5810 -0.6390
C -3.2173 8.4136 -1.6582
C -2.7940 8.1782 -2.9611
C -1.9503 7.1131 -3.2415
C -0.9088 4.2606 -4.1496
C -2.2557 3.9405 -4.3338
C -2.7024 3.4718 -5.5571
C -1.8083 3.3153 -6.6130
C -0.4670 3.6172 -6.4377
C -0.0193 4.0899 -5.2066
H -0.3788 4.0945 -0.3557
H -1.8317 3.6663 -1.2493
H 1.4061 0.0751 -3.1635
H 3.6776 0.2370 -4.0849
H 5.0906 2.2103 -3.5936
H 4.2191 4.0026 -2.1204
H 1.9537 3.8488 -1.2055
H -0.1768 0.9727 -4.3768
H -2.0030 0.1016 -5.7496
H -4.3007 -0.0332 -4.8484
H -4.7513 0.6897 -2.5198
H -2.9084 1.5100 -1.1137
H -1.6071 5.8773 -0.1058
H -3.1018 7.7634 0.3809
H -3.8780 9.2439 -1.4405
H -3.1220 8.8278 -3.7637
H -1.6251 6.9458 -4.2609
H -2.9576 4.0620 -3.5154
H -3.7496 3.2263 -5.6917
H -2.1621 2.9548 -7.5722
H 0.2311 3.4929 -7.2572
H 1.0298 4.3289 -5.0605
*
```

frontier orbital gap (alpha / beta)	0.2749 / 0.2754	Eh
⟨S²⟩	8.763
LUMO energy (alpha / beta)	0.4 / 0.2	eV
energy above the lowest of the compared OMol25 structures with the same formula, charge and spin	0.0	kcal per mole

Here are the Mulliken charges for atoms 1 to 4, given in e:
1. Mn 1.227
2. C -2.514
3. C 1.512
4. C 1.565

2.
DFT (ωB97M-V/def2-TZVPD) results for a 3-piece molecular cluster, H7O3 overall at a distorted geometry.

```
! RIJCOSX wB97M-V def2-TZVPD def2/J DEFGRID3
* xyz 1 1
O 1.4035 -0.6368 0.1171
H 2.3378 -0.6709 -0.1333
H 1.3981 -1.0627 0.9917
O -1.5631 -0.2100 0.8212
H -1.9348 -1.0042 1.2163
H -1.6994 0.5762 1.3747
O -0.0995 0.6015 -1.4100
H -0.7817 0.6920 -0.6097
H 0.2010 1.5311 -1.5008
H 0.7380 0.1837 -0.8673
*
```

frontier orbital gap	0.4692	Eh
LUMO energy	-4.0	eV
energy above the lowest of the compared OMol25 structures with the same formula, charge and spin	19.4	kcal per mole

Here are the Mulliken charges for atoms 1 to 4, given in e:
1. O -0.622
2. H 0.348
3. H 0.357
4. O -0.689

3.
DFT (ωB97M-V/def2-TZVPD) results for one molecule with the formula C4H6N2O2 at a distorted geometry.

```
! RIJCOSX wB97M-V def2-TZVPD def2/J DEFGRID3
* xyz 0 1
C -1.0013 -0.3896 -0.4115
C 0.3270 -0.6683 0.2914
C 0.8572 1.6861 0.9063
C 1.1980 1.5260 -0.5687
H -1.2239 -2.1467 -0.2703
H 1.3769 -1.6840 1.2502
H -0.1750 1.9851 1.0695
H 1.7797 2.1264 1.4425
H 0.2269 1.7413 -1.2280
H 2.1913 1.6012 -0.8228
N 0.4667 -1.8311 0.7665
N 1.2078 0.3486 0.3919
O -1.7209 -1.4249 -0.5166
O -1.3019 0.6535 -0.8402
*
```

frontier orbital gap	0.3824	Eh
SMILES	[H]/N=C(/C(=O)O)N1CC1
LUMO energy	0.5	eV
energy above the lowest of the compared OMol25 structures with the same formula, charge and spin	71.6	kcal per mole

Here are the Mulliken charges for atoms 1 to 4, given in e:
1. C 0.509
2. C 0.610
3. C -0.399
4. C -0.376

4.
DFT (ωB97M-V/def2-TZVPD) results for a 8-piece molecular cluster, C72H152N8O8 overall at a distorted geometry.

```
! RIJCOSX wB97M-V def2-TZVPD def2/J DEFGRID3
* xyz 0 1
C -4.8540 7.8831 -9.9014
C -4.6113 7.7546 -8.3385
C -3.2350 7.1482 -7.9797
C -2.0493 8.1056 -7.9906
C -2.3338 9.3071 -6.9890
C -3.7394 9.9927 -7.3568
N -4.8959 9.0654 -7.5010
O -6.1643 9.6562 -7.6845
C -4.1171 10.9546 -6.2374
C -3.4003 10.9089 -8.6548
C -5.7578 6.7705 -7.7933
H -5.2685 8.8903 -9.9443
H -5.4636 7.0357 -10.2152
H -3.9358 7.9981 -10.4775
H -3.4701 6.7877 -6.9783
H -2.9530 6.3210 -8.6311
H -1.9434 8.4866 -9.0063
H -1.1190 7.6363 -7.6705
H -1.4536 9.9373 -7.1170
H -2.2609 8.9083 -5.9772
H -4.8383 11.7399 -6.4641
H -4.1548 10.5026 -5.2463
H -3.2731 11.5605 -5.9077
H -4.3845 11.2348 -8.9912
H -2.8983 11.8534 -8.4448
H -3.0911 10.3272 -9.5232
H -5.3827 5.7665 -7.9919
H -6.7329 7.0023 -8.2218
H -6.0213 6.8225 -6.7369
H -6.6173 9.5924 -6.8406
C -11.8075 10.0446 2.9322
C -10.9805 9.6584 1.6468
C -9.8066 10.6133 1.8209
C -8.7687 10.2124 2.8643
C -8.3251 8.7642 2.7325
C -9.4239 7.6877 2.5142
N -10.4949 8.2481 1.6160
O -11.5499 7.4775 1.5619
C -8.8455 6.3764 2.0898
C -9.9744 7.4158 4.0136
C -11.7389 9.9333 0.3903
H -12.2731 11.0216 2.8022
H -11.2460 10.3023 3.8301
H -12.5301 9.3158 3.2994
H -9.3759 10.6375 0.8199
H -10.1192 11.6420 2.0007
H -9.1435 10.5920 3.8149
H -7.9035 10.8683 2.7687
H -7.7900 8.5720 3.6625
H -7.5887 8.7049 1.9311
H -8.7664 6.3505 1.0030
H -7.9057 6.1574 2.5968
H -9.4940 5.5447 2.3652
H -9.2141 7.0661 4.7120
H -10.3235 8.2455 4.6284
H -10.7910 6.6944 3.9832
H -11.2262 9.8853 -0.5704
H -12.2666 10.8787 0.5159
H -12.5488 9.2158 0.2581
H -11.4058 6.9510 0.7721
C 11.2857 1.7620 0.1960
C 12.7066 1.4152 0.7110
C 12.7599 2.0511 2.1751
C 12.2113 1.3601 3.4401
C 12.5702 -0.1514 3.2803
C 12.2543 -0.9256 1.9384
N 12.7682 -0.0164 0.7855
O 12.8502 -0.7518 -0.3767
C 13.1658 -2.2008 2.1158
C 10.7428 -1.3346 1.8192
C 13.8421 2.1245 -0.1284
H 10.9747 1.3177 -0.7495
H 11.0648 2.8291 0.1701
H 10.5323 1.2842 0.8222
H 13.7977 2.1393 2.4965
H 12.2289 3.0010 2.1135
H 11.1316 1.4956 3.3766
H 12.6097 1.7982 4.3552
H 12.1585 -0.6027 4.1830
H 13.6586 -0.2008 3.3095
H 12.9854 -2.9409 1.3363
H 14.2110 -1.8917 2.1079
H 13.1599 -2.6817 3.0940
H 10.6571 -2.2561 2.3950
H 10.0699 -0.5293 2.1140
H 10.6557 -1.4976 0.7450
H 13.5990 3.1382 -0.4469
H 14.1010 1.5632 -1.0262
H 14.6502 2.1312 0.6030
H 13.7793 -0.8505 -0.5973
C -0.6967 0.5065 -2.8625
C -0.9099 0.8166 -1.3561
C -1.7525 -0.2514 -0.5568
C -0.9618 -1.3518 0.0112
C 0.1667 -0.8170 0.8382
C 1.1063 0.0721 -0.0768
N 0.3794 1.0910 -0.7236
O 1.0600 2.1122 -1.4014
C 2.0782 0.6985 0.9657
C 1.9834 -0.6416 -1.0419
C -1.7434 2.0593 -1.1722
H 0.1106 0.9787 -3.4223
H -1.5063 0.6236 -3.5829
H -0.6563 -0.5824 -2.8905
H -2.4512 0.2006 0.1471
H -2.1815 -0.8913 -1.3279
H -0.5587 -1.9990 -0.7678
H -1.6104 -2.0481 0.5428
H 0.7939 -1.6846 1.0430
H -0.3000 -0.1956 1.6025
H 1.6050 1.4745 1.5673
H 2.3552 -0.0723 1.6849
H 3.0273 1.1502 0.6771
H 2.5129 0.0090 -1.7379
H 2.9352 -1.0187 -0.6678
H 1.4201 -1.4542 -1.5008
H -1.4219 2.9705 -1.6767
H -1.8855 2.4259 -0.1555
H -2.7665 1.9316 -1.5257
H 0.9331 2.8120 -0.7566
C -3.9594 6.1595 10.0569
C -2.8682 5.1530 10.5531
C -2.9743 3.8960 9.7056
C -2.2551 3.9671 8.4666
C -0.8778 4.5170 8.5267
C -0.7089 5.8123 9.3109
N -1.5944 5.6774 10.5297
O -1.3465 6.7237 11.2583
C 0.7705 5.8552 9.5574
C -1.2131 6.8856 8.2451
C -3.1609 4.5765 12.0043
H -4.9041 5.6715 10.2966
H -3.8281 6.4738 9.0215
H -3.9188 7.0646 10.6629
H -2.5556 3.0977 10.3184
H -3.9662 3.5785 9.3840
H -2.9177 4.5618 7.8378
H -2.1318 2.9506 8.0929
H -0.6778 4.6451 7.4629
H -0.3757 3.6224 8.8952
H 1.2041 5.5292 8.6120
H 1.1527 6.8582 9.7472
H 0.9494 5.1536 10.3721
H -0.6756 6.9721 7.3009
H -2.1994 6.7523 7.8007
H -1.3208 7.9065 8.6115
H -4.1561 4.1319 12.0052
H -3.2333 5.4823 12.6062
H -2.3828 3.8614 12.2712
H -0.8286 6.3065 11.9506
C 2.2812 -8.7956 11.3805
C 1.2239 -8.2503 10.3853
C 0.3729 -7.1400 11.0686
C 1.1181 -5.8412 11.4160
C 1.7107 -5.2722 10.1557
C 2.5586 -6.3320 9.3052
N 1.8527 -7.6306 9.1646
O 2.5829 -8.5082 8.4539
C 2.4922 -5.6549 7.8592
C 4.0552 -6.3929 9.7915
C 0.2544 -9.3465 9.8480
H 3.0809 -9.4195 10.9814
H 1.8313 -9.4852 12.0947
H 2.9321 -8.0747 11.8751
H -0.4869 -6.7031 10.5608
H 0.0672 -7.6766 11.9668
H 1.9059 -6.0552 12.1382
H 0.4144 -5.1392 11.8633
H 2.3579 -4.4271 10.3904
H 0.8855 -4.8987 9.5494
H 3.2252 -4.8482 7.8676
H 2.9197 -6.3977 7.1856
H 1.5197 -5.2152 7.6379
H 4.3923 -6.9456 10.6684
H 4.7479 -6.8295 9.0721
H 4.3329 -5.3790 10.0797
H -0.2645 -9.8967 10.6329
H 0.7225 -10.0715 9.1822
H -0.5424 -8.9226 9.2367
H 2.5394 -8.0634 7.6042
C 3.0011 -16.2815 -2.0947
C 2.0269 -15.0421 -2.0995
C 1.0059 -15.2840 -1.0269
C 0.1656 -14.2062 -0.5504
C 1.1291 -13.1467 -0.1112
C 2.1003 -12.6105 -1.1159
N 2.7171 -13.8147 -1.7905
O 3.8126 -13.5211 -2.7459
C 1.3659 -11.6600 -2.1240
C 3.2484 -11.8049 -0.3947
C 1.3144 -14.9125 -3.5686
H 3.7375 -16.0931 -2.8759
H 2.5836 -17.2854 -2.1723
H 3.5908 -16.3026 -1.1782
H 0.4305 -16.2014 -1.1507
H 1.6286 -15.5918 -0.1869
H -0.3842 -14.5531 0.3245
H -0.4323 -13.8612 -1.3940
H 1.7033 -13.5295 0.7325
H 0.2919 -12.5145 0.1848
H 0.9168 -10.7635 -1.6964
H 2.1198 -11.4593 -2.8851
H 0.5686 -12.1642 -2.6702
H 4.1249 -12.3335 -0.0200
H 3.7085 -11.1800 -1.1602
H 2.8407 -11.1689 0.3910
H 0.4686 -14.2299 -3.4874
H 1.1034 -15.8633 -4.0579
H 2.0544 -14.4960 -4.2519
H 3.3170 -13.1615 -3.4852
C 1.2120 -4.1271 -14.5261
C -0.2444 -3.9314 -13.9379
C -0.3512 -4.3782 -12.4439
C 0.3464 -3.3802 -11.4125
C -0.3590 -2.0341 -11.6353
C -0.4139 -1.4501 -13.0803
N -0.6940 -2.5354 -14.0834
O -0.8290 -2.0103 -15.4318
C -1.5333 -0.3156 -13.1639
C 0.9596 -0.7703 -13.5017
C -1.2660 -4.7782 -14.6829
H 2.0192 -3.6311 -13.9871
H 1.1395 -3.9250 -15.5947
H 1.5047 -5.1768 -14.5508
H -1.3465 -4.5404 -12.0301
H 0.0933 -5.3600 -12.2811
H 1.4229 -3.3874 -11.5835
H 0.2753 -3.7402 -10.3861
H 0.2134 -1.2272 -11.1777
H -1.3013 -1.8463 -11.1205
H -1.5731 0.0976 -14.1717
H -2.4375 -0.6818 -12.6776
H -1.1506 0.5208 -12.5791
H 1.3848 -0.2124 -12.6674
H 1.6957 -1.5686 -13.5955
H 1.0756 -0.1902 -14.4172
H -1.7340 -4.3020 -15.5444
H -2.1187 -5.0064 -14.0434
H -0.8176 -5.6849 -15.0889
H -1.7599 -2.1513 -15.6194
*
```

frontier orbital gap	0.3090	Eh
SMILES	CC1(C)CCCC(C)(C)N1O.CC1(C)CCCC(C)(C)N1O.CC1(C)CCCC(C)(C)N1O.CC1(C)CCCC(C)(C)N1O.CC1(C)CCCC(C)(C)N1O.CC1(C)CCCC(C)(C)N1O.CC1(C)CCCC(C)(C)N1O.CC1(C)CCCC(C)(C)N1O
LUMO energy	0.6	eV
energy above the lowest of the compared OMol25 structures with the same formula, charge and spin	315.7	kcal per mole

Here are the Mulliken charges for atoms 1 to 4, given in e:
1. C -1.550
2. C 1.396
3. C -1.130
4. C -0.718

5.
DFT (ωB97M-V/def2-TZVPD) results for one molecule with the formula C4H6O2.

```
! RIJCOSX wB97M-V def2-TZVPD def2/J DEFGRID3
* xyz 0 1
O 2.5327 -0.3329 -0.9424
C 2.0735 0.3165 -0.0255
C 0.6201 0.3425 0.2622
C -0.2754 -0.5960 -0.3642
C -1.7077 0.0439 0.0932
O -1.4427 0.2686 1.3716
H 2.7168 0.9502 0.6130
H 0.2205 1.1833 0.8161
H -0.3793 -1.5169 0.2161
H 0.0146 -0.8620 -1.3903
H -2.4614 -0.7326 -0.1189
H -1.9117 0.9353 -0.5309
*
```

frontier orbital gap	0.2460	Eh
LUMO energy	-2.6	eV
energy above the lowest of the compared OMol25 structures with the same formula, charge and spin	122.8	kcal per mole

Here are the Mulliken charges for atoms 1 to 4, given in e:
1. O -0.434
2. C -0.121
3. C -0.142
4. C -0.347

6.
DFT (ωB97M-V/def2-TZVPD) results for C22H49AlBF5LiN4NaO12PS as an isolated structure at a distorted geometry.

```
! RIJCOSX wB97M-V def2-TZVPD def2/J DEFGRID3
* xyz 0 2
C 4.7533 -1.5383 1.2895
C 3.3700 -1.5902 1.9741
C 3.6314 -1.7353 3.4548
C 2.5502 -2.8258 1.5709
C 1.2326 -2.5316 0.8239
O 0.9292 -3.7288 0.0793
C 0.0454 -2.2797 1.7559
C -0.4696 -3.5306 2.4788
C -1.5217 -3.1217 3.5255
N -1.2708 -3.7478 4.8377
C 1.4826 -1.3773 -0.1482
C 1.9621 -0.0562 0.5069
C 0.7739 0.8882 0.7393
C 2.8555 0.6858 -0.5181
N 2.6789 -0.2681 1.8131
O 2.1005 0.1823 2.8633
H 4.9477 -2.4093 0.6648
H 5.5370 -1.5391 2.0571
H 4.8954 -0.5988 0.7456
H 2.7141 -1.9918 3.9978
H 4.0476 -0.8376 3.7957
H 4.2998 -2.5962 3.5888
H 3.1651 -3.3888 0.8635
H 2.3632 -3.4893 2.4182
H 1.3239 -3.6579 -0.7868
H 0.3603 -1.5733 2.5386
H -0.7506 -1.7870 1.1869
H -0.9243 -4.1885 1.7361
H 0.3564 -4.0414 2.9904
H -2.5388 -3.3509 3.1856
H -1.4740 -2.0281 3.6323
H -0.2722 -3.8362 4.9869
H -1.6357 -3.1474 5.5666
H 0.5408 -1.2245 -0.7065
H 2.2374 -1.7355 -0.8686
H 0.2262 0.9694 -0.2000
H 1.1369 1.8755 1.0470
H 0.0598 0.4928 1.4629
H 3.5012 1.4076 -0.0075
H 3.4584 -0.0045 -1.1166
H 2.2012 1.2308 -1.2057
O -3.4071 0.2613 1.8825
C -4.0871 -0.1766 1.0270
O -3.7855 -1.2844 0.3100
C -4.7609 -1.6578 -0.5933
C -4.5669 -0.7894 -1.8566
C -5.3589 0.5875 0.6435
H -5.7695 -1.5428 -0.2023
H -4.6338 -2.7149 -0.8195
H -4.6500 0.2856 -1.5554
H -5.3039 -1.0470 -2.6282
H -3.5543 -0.9237 -2.2552
H -5.1281 1.4259 0.0223
H -5.7586 1.0310 1.5524
H -6.1437 -0.0038 0.1874
F -1.1718 -0.6657 -0.6587
Li -3.4403 -0.0167 -3.7406
Na 4.3402 -0.1639 5.2016
C 7.3468 0.5268 -1.4254
N 8.4439 0.9315 -0.5026
O 9.1411 1.8615 -0.8326
O 8.5579 0.3011 0.5273
H 7.3732 1.1790 -2.2898
H 7.5161 -0.5076 -1.7081
H 6.4109 0.6266 -0.8833
O -5.7656 2.2507 2.8346
P -4.9902 3.3031 2.1452
O -3.6341 3.3953 2.9415
O -5.7423 4.7050 2.2137
O -4.7469 3.1395 0.6507
Al -3.5907 2.2865 -1.2018
B 3.8634 -6.3118 3.2170
F 4.5955 -5.1383 2.8588
F 3.8389 -7.1898 2.1296
F 4.4805 -6.9159 4.3215
F 2.5462 -5.9141 3.5527
C 2.3398 1.1130 -6.2259
S 1.8254 -0.5770 -5.9202
O 0.4229 -0.5200 -5.4293
C 2.8539 -0.8437 -4.4789
H 1.7687 1.4855 -7.0735
H 2.1364 1.7191 -5.3431
H 3.4027 1.1282 -6.4658
H 2.6096 -0.1048 -3.7152
H 3.9025 -0.7711 -4.7682
H 2.6443 -1.8430 -4.1037
C -5.3804 6.6501 -1.0250
C -5.3357 5.8386 -2.2939
O -5.0735 4.6335 -2.2736
N -5.5913 6.4594 -3.4587
C -5.9174 7.8580 -3.6739
H -5.1528 5.9986 -0.1854
H -4.6444 7.4539 -1.0551
H -6.3714 7.0796 -0.8769
H -5.5447 5.8558 -4.2648
H -6.8952 7.9464 -4.1471
H -5.1761 8.3194 -4.3263
H -5.9357 8.3943 -2.7320
*
```

frontier orbital gap (alpha / beta)	0.2007 / 0.1905	Eh
⟨S²⟩	1.765
LUMO energy (alpha / beta)	-2.4 / -2.7	eV

Here are the Mulliken charges for atoms 1 to 4, given in e:
1. C -1.698
2. C 2.930
3. C -3.250
4. C -2.215